Below is C54H54N2O3P3RbSiTe as an isolated structure in a non-equilibrium geometry, with properties calculated with the ωB97M-V functional and the def2-TZVPD basis.

Each line ends with the Mulliken charge.
Atoms and positions in Å:
C1 4.688 -0.279 -3.753  -0.811
H1 -2.264 0.336 -2.043  0.303
C2 2.981 2.918 2.095  0.161
C3 3.738 -1.885 5.304  -0.491
O1 -2.171 -1.338 2.991  -0.587
C4 -1.174 -0.461 -3.729  -0.298
C5 3.984 0.285 -2.697  -0.216
C6 2.089 4.668 3.490  -0.714
O2 -4.153 -0.926 3.980  -0.818
H2 3.428 -2.686 5.964  0.401
H3 -2.134 -5.714 3.206  0.350
C7 -7.176 -2.101 -2.442  -0.570
P1 1.815 0.302 -0.779  1.243
H4 -8.000 -1.424 -2.629  0.418
H5 2.073 5.706 3.800  0.346
H6 -1.449 2.821 3.227  -0.005
H7 5.624 0.165 -4.071  0.385
H8 6.403 0.089 4.623  0.384
C8 5.017 -1.356 5.404  -0.423
H9 0.530 4.066 4.844  0.418
C9 -3.958 4.699 -1.094  -1.222
O3 -2.558 2.150 -0.784  -0.478
C10 0.379 4.095 -1.341  -0.402
H10 7.918 0.561 -0.703  0.353
H11 1.415 -1.886 -2.526  0.492
H12 -0.876 -3.043 0.125  0.473
H13 -0.341 -4.668 1.861  0.426
C11 2.858 -1.396 4.345  -0.429
C12 7.363 -0.366 -0.821  -0.434
H14 -4.248 -4.506 -1.720  0.187
C13 -2.941 3.213 -3.491  -0.898
H15 3.645 4.957 2.039  0.396
C14 -1.689 -3.511 0.671  -0.270
H16 -3.907 1.619 4.196  0.392
C15 3.049 0.103 0.615  -1.123
H17 -8.130 -3.783 -3.374  0.351
H18 -6.242 -5.321 -2.911  0.380
H19 -3.039 5.290 -1.011  0.266
C16 -5.063 -3.824 -1.934  -0.107
H20 4.388 1.164 -2.212  0.205
H21 -5.175 1.288 -2.642  0.236
H22 -0.893 0.517 -4.099  0.420
C17 0.511 2.720 -1.166  -0.365
C18 -2.383 -5.017 2.416  -0.465
H23 -5.590 1.703 -0.971  0.249
H24 -0.617 4.517 -1.399  0.303
H25 -3.763 3.430 -4.183  0.411
H26 -2.049 -3.944 -2.299  0.284
H27 3.670 2.578 1.331  0.258
H28 -0.137 -1.527 -5.272  0.334
H29 4.767 -1.870 -5.196  0.357
C19 -5.254 2.116 -1.927  -1.102
H30 4.827 0.951 2.925  0.136
H31 -0.690 -3.756 -4.345  0.340
C20 7.271 -2.442 -1.719  -0.285
C21 -3.015 -3.173 0.406  0.193
C22 -2.297 -1.817 -2.072  -0.112
C23 2.793 -0.278 -2.242  -0.199
C24 -1.380 -4.431 1.663  -0.713
C25 1.772 2.133 -1.045  0.945
C26 2.330 -1.427 -2.882  -0.104
H32 -4.415 4.667 -0.099  0.280
H33 -0.404 2.136 -1.091  0.244
C27 -6.044 -1.643 -1.774  -0.378
C28 -6.189 -4.286 -2.596  -0.669
H34 -2.665 2.429 5.146  0.314
H35 -5.987 -0.612 -1.452  0.349
C29 -2.287 0.342 4.689  0.390
C30 2.769 4.325 -1.299  -0.725
C31 -1.056 -2.859 -3.858  -0.886
H36 1.405 5.969 -1.559  0.363
Te1 3.539 -1.988 0.496  0.346
C32 -2.932 -0.750 3.810  0.168
H37 3.656 4.949 -1.340  0.386
H38 5.670 0.301 0.348  0.191
C33 4.520 0.159 3.599  -0.347
C34 1.505 4.898 -1.420  -0.706
P2 2.049 0.204 2.182  0.289
H39 -4.643 5.227 -1.767  0.334
N1 7.954 -1.307 -1.567  -0.712
Rb1 -1.319 0.092 1.130  1.459
H40 -1.199 0.312 4.582  -0.292
C35 3.025 -1.997 -3.940  -0.661
H41 -2.224 4.039 -3.551  0.295
C36 -0.747 -1.606 -4.380  -0.781
C37 1.220 3.749 4.070  -0.372
C38 5.406 -0.329 4.550  -0.658
H42 -2.911 2.732 2.497  0.173
C39 -4.015 -3.756 1.186  -0.628
H43 7.741 -3.202 -2.338  0.354
C40 -2.829 1.723 4.323  -0.848
C41 2.969 4.247 2.502  -0.813
H44 2.644 -2.895 -4.413  0.466
H45 -2.429 2.313 -3.848  0.018
C42 6.026 -2.685 -1.156  -0.480
C43 4.212 -1.424 -4.379  -0.572
C44 -4.974 -2.494 -1.522  -0.103
H46 3.879 2.531 -0.943  -0.101
C45 5.429 -1.698 -0.382  0.250
N2 -2.245 2.219 3.061  -0.260
C46 3.240 -0.376 3.479  0.139
C47 -1.949 -0.563 -2.576  0.366
Si1 -3.561 2.950 -1.709  0.562
H47 5.708 -1.736 6.148  0.339
C48 -7.250 -3.422 -2.855  -0.385
H48 -5.048 -3.465 1.037  0.412
H49 1.860 -1.812 4.258  0.408
H50 0.539 1.713 4.089  0.503
H51 -2.549 0.120 5.728  0.388
H52 -4.497 -5.089 2.787  0.347
C49 2.106 1.995 2.652  0.580
C50 6.124 -0.506 -0.219  0.032
C51 1.226 2.428 3.646  -1.112
H53 5.521 -3.625 -1.349  0.310
C52 -1.817 -2.964 -2.703  0.136
P3 -3.496 -1.776 -0.682  0.678
H54 -6.022 2.805 -2.296  0.414
C53 -3.706 -4.670 2.178  -0.603
C54 2.896 2.959 -1.101  -0.352

Results
E_HOMO in eV: -2.0
E_LUMO in eV: 3.66
Largest force on an atom in eV Å⁻¹: 1.21
Spin multiplicity: 1
Relative energy (zero: lowest compared OMol25 entry of this formula, charge and spin) in kcal per mole: 8.7
Charge: -2

***

Below is C54H56F3N8S2Ti as an isolated structure in a non-equilibrium geometry, with properties calculated with the ωB97M-V functional and the def2-TZVPD basis.

Each line ends with the Mulliken charge.
Atoms and positions in Å:
C1 -3.823 -0.905 3.744  1.184
H1 0.991 2.050 4.098  0.542
C2 5.815 -0.239 0.771  0.170
C3 -4.562 0.677 -3.077  -1.670
N1 0.131 -0.438 -2.399  1.860
H2 -4.560 -1.526 0.648  0.313
H3 -1.429 3.665 -3.343  0.264
H4 -4.184 2.771 -3.197  0.282
H5 3.917 -3.959 3.665  0.359
C4 -5.045 -0.190 3.581  -1.147
C5 -4.213 -2.323 -0.001  -1.818
H6 5.419 3.696 -1.177  0.441
C6 4.710 3.225 -1.847  -0.964
C7 -0.366 -4.126 0.570  -1.421
C8 -2.042 4.126 -2.568  -1.861
C9 -0.736 -1.770 -4.189  -0.874
C10 1.675 0.023 4.025  0.719
H7 -0.119 -4.968 1.221  0.386
H8 -2.988 4.458 -3.001  0.523
F1 7.028 -0.785 0.519  -0.353
C11 -0.831 -0.643 1.673  0.245
H9 2.153 1.555 -4.184  0.444
C12 1.770 -4.242 -0.755  -2.108
C13 5.239 -1.246 -1.439  -0.590
H10 -3.972 -3.186 0.623  0.386
H11 2.142 6.438 0.767  0.209
C14 -4.163 0.885 1.560  0.250
H12 2.687 0.424 4.156  0.672
H13 -5.857 -0.336 4.284  0.399
C15 -2.288 -2.483 4.741  -1.135
C16 -1.715 0.110 0.952  -0.157
H14 -2.791 4.805 -0.087  0.481
H15 0.589 -2.496 -0.398  -1.747
H16 6.276 -1.530 -1.546  0.534
H17 -1.343 1.540 -4.727  0.464
C17 2.547 -3.721 2.026  -0.608
H18 0.212 -2.506 -2.432  0.639
C18 -3.184 -0.567 -1.516  1.682
N2 0.446 -0.802 1.206  1.442
H19 1.356 6.048 2.237  0.246
C19 3.480 -0.149 -0.204  2.277
H20 -4.249 -2.124 5.500  0.393
C20 -2.848 1.831 -1.816  0.648
F2 5.435 -0.706 1.967  -0.155
C21 2.871 2.015 -3.520  -0.250
C22 -5.183 0.682 2.532  -1.286
H21 4.380 2.140 -5.025  0.412
H22 -0.890 -4.510 -0.308  0.325
C23 -2.833 -0.647 2.819  -0.477
H23 1.300 0.529 6.095  0.459
C24 1.154 -0.326 5.431  -1.714
C25 -1.536 -1.228 2.834  -0.006
C26 -2.461 0.619 -1.216  -1.289
H24 2.777 -4.687 1.597  0.259
H25 -3.234 3.230 0.547  0.372
H26 -1.305 2.972 -0.916  -2.216
H27 2.019 -5.199 -0.293  0.587
N3 1.256 1.868 -1.682  0.806
C27 4.831 -0.568 -0.316  -0.827
H28 -2.117 -1.878 -0.186  -1.259
C28 3.449 2.904 -1.372  0.133
H29 -0.243 0.938 3.532  0.144
H30 0.086 -0.542 5.397  0.311
C29 -3.513 -1.870 4.747  -1.135
H31 -3.603 -3.206 -2.501  0.354
H32 -5.039 -2.607 -0.658  0.402
C30 -1.275 -2.174 3.787  0.425
S1 -0.108 3.839 1.616  -0.335
Ti1 0.729 0.324 -0.571  -1.217
N4 1.348 6.026 1.230  -0.532
H33 -1.817 -0.679 -5.733  0.370
C31 -0.998 0.619 -4.281  -0.995
F3 6.030 1.079 0.909  -0.237
H34 1.605 5.287 -1.143  0.279
C32 3.176 -3.325 3.194  -1.506
C33 4.316 -1.541 -2.442  -1.434
H35 -0.319 -2.680 3.845  0.598
C34 3.004 -1.191 -2.238  -0.037
H36 2.703 -3.740 -1.015  0.301
C35 0.822 1.164 3.483  -0.708
C36 2.846 -2.107 3.748  -0.645
H37 -0.906 -2.751 -4.605  0.454
H38 -4.354 1.532 0.714  0.459
N5 0.299 1.878 -2.747  -0.451
H39 -4.189 3.944 -0.768  0.299
C37 0.906 -3.378 0.162  2.942
C38 2.513 2.261 -2.190  0.273
H40 0.717 3.811 -1.005  -0.388
H41 -4.756 -1.409 -2.690  0.271
N6 0.939 4.734 -0.629  -0.122
N7 -1.359 0.568 -0.305  1.385
N8 2.580 -0.557 -1.136  1.230
H42 -6.114 1.225 2.420  0.392
C39 1.638 -2.883 1.398  0.813
H43 -1.047 -3.469 1.115  0.132
H44 1.230 -4.466 -1.678  0.437
C40 -0.114 -1.632 -2.988  -0.944
H45 -2.068 -3.226 5.499  0.432
H46 6.056 3.192 -3.528  0.380
H47 4.610 -2.038 -3.354  0.504
H48 2.252 -1.424 -2.976  0.255
C41 -2.756 -3.087 -1.822  -1.558
C42 -2.261 3.165 -1.400  3.152
C43 4.132 2.349 -3.991  -0.834
C44 0.782 4.901 0.696  0.537
H49 -5.363 0.696 -3.806  0.342
H50 1.059 1.429 2.459  -1.053
S2 2.852 0.915 0.956  -0.553
H51 -2.656 -4.014 -1.254  0.453
C45 -2.983 0.204 1.693  0.088
C46 -3.888 1.835 -2.741  -0.397
C47 1.901 -1.244 3.185  1.054
H52 -1.521 5.014 -2.206  0.421
H53 3.185 3.138 -0.351  0.355
C48 -4.212 -0.504 -2.450  -0.383
C49 -0.174 0.715 -3.100  0.097
C50 5.069 2.945 -3.159  -0.691
H54 1.661 -1.187 5.867  0.414
C51 -1.239 -0.594 -4.821  -0.773
H55 -1.864 -2.957 -2.426  0.100
H56 3.342 -1.795 4.659  0.549
C52 -2.986 -1.930 -0.843  1.975
C53 -3.178 3.824 -0.363  -1.633
C54 1.325 -1.623 1.960  -1.698

Results
E_HOMO (alpha / beta) in eV: -3.5 / -3.5
E_LUMO (alpha / beta) in eV: 2.33 / 2.33
Largest force on an atom in eV Å⁻¹: 2.01
Spin multiplicity: 1
Relative energy (zero: lowest compared OMol25 entry of this formula, charge and spin) in kcal per mole: 0.0
Charge: -1